22
Properties=species:S:1:pos:R:3 method="wB97M-V/def2-TZVPD" total_charge=0 energy_ev=-23194.4477 lumo_energy_ev=0.194 smiles="C=C1C=CCCC1.FC(F)=P" max_force_ev_per_a=4.577 de_lowest_kj_mol=0.0 e_homo_ev=-8.619 multiplicity=1 orbital_gap_ev=8.8
C -0.58785 -0.41573 -1.32157
C -1.78517 -0.92515 -0.96479
C -0.27708 0.35683 1.10078
C 0.17574 0.50149 -0.26458
C -2.36006 -0.80874 0.40673
C -1.83559 0.45244 1.13586
C 0.99081 1.42279 -0.69840
C 3.12865 -0.19601 0.11378
F 2.90488 0.44923 1.32772
F 4.00195 0.53009 -0.58142
P 2.46849 -1.72111 -0.14389
H -0.40890 -0.39636 -2.46381
H -2.47372 -1.36702 -1.67315
H 0.11619 1.20807 1.70970
H -3.51866 -0.73877 0.26712
H -2.09532 -1.62131 1.00858
H -2.27236 0.78114 2.14094
H -2.18913 1.24315 0.51811
H 1.47569 1.99209 0.05467
H 1.23203 1.51457 -1.70652
H 0.08792 -0.62662 1.48612
H 3.22149 -1.63507 -1.45196



25
Properties=species:S:1:pos:R:3 method="wB97M-V/def2-TZVPD" total_charge=-1 energy_ev=-22207.2372 lumo_energy_ev=2.715 max_force_ev_per_a=6.736 e_homo_ev=-2.268 multiplicity=1 orbital_gap_ev=5.0
C -0.91426 0.08128 -2.18097
C -0.52813 -1.03800 -2.78227
C 0.12013 -2.51763 -3.09534
N 1.57458 -2.49434 -2.71247
C 1.71422 -2.51110 -1.22767
O 2.90669 -1.81889 -0.72527
C 2.65412 -0.46023 -0.40500
F 1.72437 -0.27812 0.69640
F 2.27432 0.30924 -1.56056
F 3.89889 0.14245 0.06331
H -1.20123 0.93106 -1.44831
H -0.04450 -2.73825 -4.21320
H -0.38090 -3.30516 -2.39570
H 1.84624 -3.63707 -0.93354
H 0.76773 -2.15725 -0.66135
C -1.77247 3.38375 1.98008
C -1.94067 1.88988 1.88932
O -2.53459 1.37542 0.95879
C -1.34587 1.05685 2.99337
H -2.25065 3.85492 1.11766
H -2.24718 3.75664 2.89063
H -0.71051 3.63919 1.97427
H -1.80167 1.32615 3.94909
H -0.26488 1.20885 3.03248
H -1.54377 0.00036 2.79626



24
Properties=species:S:1:pos:R:3 method="wB97M-V/def2-TZVPD" total_charge=0 energy_ev=-18261.2047 lumo_energy_ev=0.823 smiles=FCc1cc(OC[C@H]2CCN2)on1 max_force_ev_per_a=5.462 de_lowest_kj_mol=466.2 e_homo_ev=-8.937 multiplicity=1 orbital_gap_ev=9.8
C 3.13839 1.44517 -0.32424
C 2.29922 0.27001 -0.26914
C 0.94880 0.14025 0.25784
C 0.72958 -1.18574 0.00802
C -1.38187 -1.19617 0.69660
C -2.29074 -0.36945 -0.29833
C -3.72569 0.11360 0.29008
C -3.50205 1.48175 -0.40745
H 4.28932 1.30135 -0.26596
H 2.72543 1.99364 -1.18063
H 0.29456 0.84610 0.62241
H -1.16569 -0.54650 1.61701
H -1.89752 -2.07931 1.30782
H -2.44966 -0.71772 -1.32564
H -3.57565 0.51347 1.26928
H -4.74698 -0.47419 0.48176
H -3.87635 1.61887 -1.41921
H -3.73464 2.33767 0.14591
H -1.73358 1.32808 -1.43689
N -2.08581 1.13449 -0.42219
N 2.74897 -0.96138 -0.54167
O -0.37326 -1.89235 0.14492
O 1.74732 -1.81356 -0.28865
F 2.54915 2.01306 0.92896



26
Properties=species:S:1:pos:R:3 method="wB97M-V/def2-TZVPD" total_charge=+1 energy_ev=-20679.7776 lumo_energy_ev=-5.644 max_force_ev_per_a=5.416 e_homo_ev=-12.555 multiplicity=1 orbital_gap_ev=6.9
C -1.70957 -0.09599 0.16120
C -0.39513 0.11892 0.44179
C -1.32987 -2.34375 0.05470
C -2.53395 0.98956 -0.19619
C -0.55083 2.39301 0.03154
C 2.58790 -0.54140 0.98926
C 1.63604 -1.68754 -1.20559
C 1.55055 -1.52581 0.33952
N 0.13821 1.31665 0.42678
N -2.14734 -1.38700 0.07524
N 0.29097 -1.01705 0.82223
N -1.85474 2.23875 -0.41772
N 0.03912 3.53705 -0.02446
O -3.75911 0.92950 -0.34761
F -1.61094 -3.62300 0.10106
H 2.67158 0.31010 0.35103
H 3.56382 -1.18447 1.08540
H 2.33176 -0.33138 2.01662
H 0.70253 -2.30516 -1.35456
H 2.51163 -2.28376 -1.51138
H 1.40029 -0.71027 -1.67222
H 1.66426 -2.40507 0.87350
H -3.26434 -1.42326 -0.11907
H -2.39153 2.98201 -0.80857
H 1.02466 3.71395 0.16404
H -0.56597 4.33540 -0.27652



22
Properties=species:S:1:pos:R:3 method="wB97M-V/def2-TZVPD" total_charge=0 energy_ev=-15280.3442 lumo_energy_ev="0.584 / 0.539" max_force_ev_per_a=4.681 de_lowest_kj_mol=353.4 e_homo_ev="-6.599 / -7.514" multiplicity=1 orbital_gap_ev="7.2 / 8.1"
C -0.04631 1.31613 -1.02022
C -0.78487 0.56041 -0.18195
C 1.99407 0.04098 -1.72385
C 1.74027 -0.41431 -2.91406
C 1.46434 1.39217 -1.28622
C -0.34058 -0.35034 0.80335
C 1.43598 -1.20333 2.03652
C -2.51544 -0.62409 1.58976
O 0.93826 -0.55250 1.00191
O -1.14340 -0.83897 1.79902
F 1.99818 -1.71278 -3.33535
H -0.58136 2.05951 -1.53115
H -1.75927 0.90848 -0.32332
H 2.46706 -0.59599 -0.90517
H 1.69891 1.94590 -2.15024
H 1.89558 1.63454 -0.32104
H 2.44218 -0.94918 2.01261
H 1.41683 0.36369 -3.56707
H 0.75501 -1.31566 2.79511
H -3.10626 -1.06989 2.28164
H -2.71209 -1.28213 0.64838
H -2.83859 0.37584 1.53628



23
Properties=species:S:1:pos:R:3 method="wB97M-V/def2-TZVPD" total_charge=+1 energy_ev=-22150.2243 lumo_energy_ev=-6.369 max_force_ev_per_a=3.571 de_lowest_kj_mol=18.5 e_homo_ev=-13.220 multiplicity=1 orbital_gap_ev=6.9
C -0.97904 1.12337 2.23750
C 1.53750 0.75541 0.07478
C 0.24629 0.22418 0.30196
C -0.37210 -0.85088 -0.27792
C -2.57907 2.02944 -1.03220
C 1.96699 1.90734 0.79928
C 0.31440 -3.20870 -1.02116
C 0.20230 -1.64349 -1.38887
N -0.63619 1.15421 1.02460
O -2.57631 2.79474 -0.16314
O -2.43616 1.23443 -1.85628
I -2.39715 -1.32300 0.25085
H -1.73051 1.90086 2.45449
H -0.61559 0.32058 2.81765
H 2.25951 0.09973 -0.42617
H 2.30268 2.64508 0.08039
H 1.05974 2.34314 1.43040
H 2.94674 1.78630 1.27890
H 0.84551 -3.28693 -0.00112
H 0.70810 -3.62676 -1.94644
H -0.77001 -3.62622 -0.87572
H -0.45021 -1.54930 -2.32883
H 1.15258 -1.20352 -1.43295